Entry 1:
{
  "formula": "C42H122HgO29",
  "method": "wB97M-V/def2-TZVPD",
  "homo_ev": -9.5004,
  "gap_ev": 9.81,
  "mol_weight_da": 1291.999,
  "species": ["Hg", "C", "C", "C", "O", "H", "H", "H", "H", "H", "H", "H", "C", "C", "C", "O", "H", "H", "H", "H", "H", "H", "H", "C", "C", "O", "O", "H", "H", "H", "H", "H", "H", "C", "C", "O", "O", "H", "H", "H", "H", "H", "H", "C", "C", "O", "O", "H", "H", "H", "H", "H", "H", "C", "C", "O", "O", "H", "H", "H", "H", "H", "H", "C", "C", "O", "O", "H", "H", "H", "H", "H", "H", "C", "C", "O", "O", "H", "H", "H", "H", "H", "H", "C", "C", "O", "O", "H", "H", "H", "H", "H", "H", "C", "C", "O", "O", "H", "H", "H", "H", "H", "H", "C", "C", "O", "O", "H", "H", "H", "H", "H", "H", "C", "C", "O", "H", "H", "H", "H", "H", "H", "C", "C", "O", "H", "H", "H", "H", "H", "H", "C", "C", "O", "H", "H", "H", "H", "H", "H", "C", "C", "O", "H", "H", "H", "H", "H", "H", "C", "C", "O", "H", "H", "H", "H", "H", "H", "C", "C", "O", "H", "H", "H", "H", "H", "H", "C", "C", "O", "H", "H", "H", "H", "H", "H", "C", "C", "O", "H", "H", "H", "H", "H", "H", "C", "C", "O", "H", "H", "H", "H", "H", "H"],
  "positions_angstrom": [[-2.150, 1.630, -0.252], [-3.911, -1.350, -0.569], [-4.558, 0.016, -0.616], [-4.829, 0.550, 0.786], [-3.854, 1.057, -1.238], [-4.670, -1.984, -0.069], [-3.050, -1.262, 0.137], [-3.553, -1.636, -1.570], [-5.505, -0.042, -1.166], [-5.114, 1.610, 0.709], [-3.947, 0.455, 1.393], [-5.672, 0.030, 1.241], [-0.327, -0.449, 1.870], [0.275, 0.404, 0.725], [0.116, -0.243, -0.606], [-0.306, 1.717, 0.670], [-1.374, -0.668, 1.738], [-0.076, -0.046, 2.842], [0.124, -1.462, 1.830], [1.306, 0.555, 1.007], [0.714, -1.143, -0.750], [0.510, 0.392, -1.399], [-0.907, -0.582, -0.806], [2.703, -3.135, 2.214], [1.556, -3.705, 3.027], [2.048, -4.805, 3.818], [3.754, -2.595, 2.988], [2.237, -2.356, 1.614], [3.112, -3.876, 1.539], [0.875, -4.132, 2.267], [1.045, -2.936, 3.613], [1.679, -4.735, 4.702], [3.388, -2.298, 3.846], [2.302, 3.973, 0.508], [2.476, 5.386, -0.007], [1.537, 5.634, -1.012], [1.069, 3.789, 1.205], [3.188, 3.785, 1.179], [2.317, 3.251, -0.318], [3.488, 5.471, -0.474], [2.410, 6.076, 0.852], [1.425, 6.572, -1.230], [0.476, 3.153, 0.751], [-4.976, -0.149, -4.586], [-5.455, 1.236, -4.864], [-6.235, 1.720, -3.743], [-3.824, -0.176, -3.711], [-4.584, -0.621, -5.500], [-5.796, -0.706, -4.130], [-6.162, 1.127, -5.654], [-4.716, 1.981, -5.111], [-5.704, 2.268, -3.143], [-3.984, 0.375, -2.880], [-0.934, 2.425, -3.597], [-1.842, 3.561, -4.146], [-2.961, 3.955, -3.306], [-0.334, 2.724, -2.302], [-0.107, 2.291, -4.316], [-1.474, 1.507, -3.560], [-2.299, 3.226, -5.082], [-1.176, 4.413, -4.403], [-2.614, 4.141, -2.426], [0.573, 2.367, -2.457], [3.211, 0.359, -6.358], [3.304, 1.870, -6.375], [2.061, 2.507, -6.163], [3.035, -0.080, -5.039], [4.097, -0.140, -6.811], [2.284, 0.056, -6.948], [3.604, 2.111, -7.409], [4.132, 2.129, -5.721], [1.819, 2.575, -5.257], [3.472, -0.942, -4.865], [4.023, 2.671, -1.885], [3.019, 3.169, -2.880], [2.142, 2.089, -3.379], [4.910, 1.755, -2.511], [3.540, 2.233, -1.023], [4.630, 3.488, -1.475], [3.589, 3.551, -3.727], [2.344, 3.964, -2.520], [2.605, 1.280, -3.570], [5.101, 1.044, -1.871], [2.755, 0.956, 3.908], [4.029, 0.960, 3.116], [4.025, 0.077, 1.983], [2.496, -0.388, 4.404], [1.947, 1.326, 3.272], [2.970, 1.637, 4.731], [4.937, 0.785, 3.711], [4.181, 1.919, 2.684], [3.978, -0.834, 2.338], [1.654, -0.394, 4.974], [-3.584, -1.214, 6.159], [-3.628, -0.469, 4.891], [-2.289, -0.233, 4.442], [-4.868, -1.459, 6.692], [-3.007, -0.680, 6.920], [-3.046, -2.157, 6.027], [-4.077, 0.503, 4.954], [-4.147, -1.035, 4.113], [-2.222, 0.583, 3.983], [-5.379, -2.095, 6.168], [-1.897, 5.223, 0.561], [-3.177, 4.827, 1.288], [-3.378, 3.473, 1.444], [-1.938, 4.442, -0.717], [-0.994, 4.817, 1.060], [-1.885, 6.274, 0.275], [-3.998, 5.236, 0.689], [-3.280, 5.271, 2.291], [-2.808, 3.116, 2.163], [-1.008, 4.260, -0.991], [-1.138, 4.129, 4.575], [-0.469, 2.809, 4.100], [-1.314, 2.207, 3.166], [-2.205, 3.944, 4.701], [-0.963, 4.910, 3.843], [-0.776, 4.521, 5.523], [-0.198, 2.114, 4.916], [0.504, 3.103, 3.642], [-0.839, 2.065, 2.285], [-2.950, -4.378, -2.917], [-4.236, -4.425, -3.658], [-4.356, -5.784, -4.047], [-3.008, -5.030, -2.031], [-2.653, -3.404, -2.530], [-2.187, -4.788, -3.600], [-4.181, -3.785, -4.546], [-5.095, -4.081, -3.135], [-5.292, -5.927, -4.287], [0.235, -3.827, -0.929], [0.449, -5.327, -0.787], [0.453, -5.664, 0.586], [1.098, -3.248, -0.456], [-0.713, -3.530, -0.452], [0.133, -3.514, -1.946], [1.421, -5.545, -1.205], [-0.240, -5.854, -1.400], [0.947, -6.507, 0.688], [-2.306, -4.534, 2.996], [-2.766, -4.418, 1.524], [-2.588, -5.618, 0.761], [-3.010, -5.231, 3.534], [-2.213, -3.583, 3.504], [-1.311, -4.934, 3.018], [-2.311, -3.557, 0.935], [-3.857, -4.309, 1.487], [-1.642, -5.825, 0.781], [1.541, -2.139, 7.086], [0.151, -1.771, 6.639], [0.114, -0.772, 5.660], [2.090, -2.488, 6.219], [1.441, -3.032, 7.755], [2.100, -1.402, 7.606], [-0.475, -1.498, 7.534], [-0.243, -2.743, 6.245], [-0.756, -0.653, 5.214], [3.384, -4.887, -3.877], [4.076, -3.844, -4.701], [3.820, -2.548, -4.107], [2.338, -4.587, -3.792], [3.844, -4.893, -2.854], [3.481, -5.897, -4.269], [3.651, -3.901, -5.708], [5.124, -3.969, -4.798], [2.929, -2.514, -3.770], [3.640, 5.497, 4.512], [2.220, 5.185, 4.836], [1.391, 5.776, 3.798], [3.855, 6.551, 4.481], [3.922, 4.954, 3.633], [4.349, 5.178, 5.297], [1.903, 5.672, 5.779], [2.049, 4.136, 4.945], [1.327, 5.205, 2.992], [3.279, -1.564, -0.969], [4.802, -1.619, -0.918], [5.377, -0.318, -0.706], [2.943, -1.355, -1.967], [2.905, -0.806, -0.305], [2.840, -2.534, -0.741], [5.200, -2.080, -1.847], [5.143, -2.261, -0.116], [5.131, -0.027, 0.201], [-0.501, -1.975, -4.219], [-0.894, -1.110, -5.414], [-2.281, -1.136, -5.548], [0.591, -2.067, -4.158], [-0.822, -3.009, -4.369], [-0.859, -1.607, -3.256], [-0.461, -1.513, -6.369], [-0.421, -0.120, -5.388], [-2.673, -0.826, -4.725]]
}

Entry 2:
{
  "formula": "CH3NO2",
  "method": "wB97M-V/def2-TZVPD",
  "homo_ev": -10.4383,
  "smiles": "C#[N+][O-].O",
  "gap_ev": 11.19,
  "mol_weight_da": 61.040,
  "relative_energy_kj_mol": 414.20,
  "species": ["C", "N", "O", "O", "H", "H", "H"],
  "positions_angstrom": [[-0.762, -1.398, -0.578], [-0.032, -1.214, 0.249], [0.761, -1.141, 1.158], [0.172, 1.906, 0.308], [-1.437, -1.291, -1.421], [0.635, 1.819, -0.627], [0.663, 1.319, 0.910]]
}